(1)
{"formula": "C24H20F6IO3P2STi", "method": "ωB97M-V with the def2-TZVPD basis set", "symbols": ["Ti", "C", "C", "C", "C", "C", "C", "H", "H", "H", "H", "H", "H", "O", "S", "O", "O", "C", "C", "C", "C", "C", "C", "P", "C", "C", "C", "C", "C", "C", "C", "C", "C", "C", "C", "C", "H", "H", "H", "H", "H", "H", "H", "H", "H", "H", "H", "H", "H", "H", "I", "F", "P", "F", "F", "F", "F", "F"], "positions_angstrom": [[-1.2055, -0.4921, -0.4482], [1.2359, -0.6055, 1.6585], [1.6309, 0.7124, 1.6293], [0.6627, 1.7306, 1.6151], [-0.6778, 1.4210, 1.6934], [-1.1123, 0.0773, 1.7203], [-0.1245, -0.9536, 1.6435], [1.9734, -1.3847, 1.8023], [2.6773, 0.9736, 1.6801], [0.9891, 2.7603, 1.6151], [-1.4049, 2.2188, 1.8034], [-2.0945, -0.1542, 2.1381], [-0.3883, -1.9720, 1.9199], [-1.6629, -0.4386, -2.4265], [-1.7127, 1.0307, -2.4921], [-2.9477, 1.6372, -2.8669], [-1.1637, 1.4497, -1.1553], [-0.4825, 1.4770, -3.6776], [-0.7892, 2.1323, -4.8507], [0.2347, 2.4698, -5.7190], [1.5589, 2.1874, -5.3656], [1.8561, 1.5326, -4.1912], [0.8219, 1.1095, -3.3400], [1.1566, 0.2733, -1.7669], [2.3186, 1.5720, -1.1861], [1.8378, 2.8804, -1.0950], [2.7116, 3.9267, -0.8743], [4.0720, 3.6832, -0.7335], [4.5454, 2.3833, -0.7908], [3.6779, 1.3300, -1.0164], [2.2735, -1.1112, -2.2370], [2.7186, -1.9210, -1.1924], [3.5886, -2.9679, -1.4248], [4.0299, -3.2233, -2.7117], [3.5522, -2.4569, -3.7626], [2.6578, -1.4225, -3.5385], [-1.8207, 2.3686, -5.0628], [0.0166, 2.9656, -6.6517], [2.3618, 2.4988, -6.0183], [2.8856, 1.3575, -3.9097], [0.7751, 3.0607, -1.2047], [2.3381, 4.9400, -0.8140], [4.7570, 4.5054, -0.5872], [5.5979, 2.1824, -0.6628], [4.0523, 0.3197, -1.0809], [2.3758, -1.7170, -0.1895], [3.9085, -3.5974, -0.6105], [4.7273, -4.0257, -2.8961], [3.8724, -2.6716, -4.7718], [2.2746, -0.8666, -4.3823], [-3.9590, 0.3223, -0.2985], [-2.1777, -2.2661, 0.3876], [-1.5584, -3.4290, -0.6873], [-0.6148, -3.9043, 0.5222], [-0.8491, -4.3900, -1.7201], [-2.4423, -2.7223, -1.8124], [-2.7078, -4.4289, -0.2999], [-0.3131, -2.2566, -0.9980]], "forces_ev_per_a": [[1.3379, -0.4732, 1.0718], [0.0478, 0.2177, 0.1653], [-0.2337, -0.0113, 0.2214], [-0.0428, -0.1476, 0.1223], [0.0948, 0.0247, 0.2525], [0.6104, -0.1474, 1.2968], [-0.3742, 0.4590, 0.9748], [-0.0096, -0.0436, -0.1139], [0.0698, 0.0032, -0.0508], [-0.0666, 0.0707, -0.0156], [0.0060, -0.0685, -0.1177], [0.1511, 0.0026, -0.3760], [-0.0443, 0.1922, -0.4015], [-0.7985, 0.1516, -1.5116], [0.9912, 0.6273, -0.8243], [-0.6326, 0.1616, 0.0166], [-0.8562, 1.1762, -0.7146], [0.5075, -0.4330, 0.5385], [-0.2028, 0.1654, -0.1888], [0.3720, -0.1564, 0.2640], [-0.3882, 0.2491, -0.3928], [-0.4497, -0.2281, 0.4377], [-0.1163, 0.5150, -0.7240], [1.0833, -0.7932, 0.5844], [0.2616, -0.0340, -0.2658], [-0.0134, -0.2385, 0.0000], [0.0288, 0.1128, 0.0868], [-0.0097, -0.0260, 0.0026], [0.1671, 0.1416, 0.1395], [-0.3642, -0.0232, -0.0669], [-0.1793, 0.2418, -0.1247], [-0.0670, 0.1962, -0.0216], [0.0152, -0.0535, -0.0332], [-0.0455, 0.0597, -0.0876], [0.0371, -0.1460, -0.1075], [0.0697, 0.0405, 0.1502], [-0.0727, 0.0695, -0.0642], [-0.0287, 0.0709, -0.0632], [0.0453, 0.0124, -0.0599], [0.0215, -0.0437, -0.0127], [0.0115, 0.0764, -0.0425], [-0.0372, 0.0320, -0.0167], [0.0460, 0.0513, 0.0490], [0.1431, 0.0116, -0.0110], [0.1066, -0.0639, -0.0311], [-0.0056, -0.0556, 0.0073], [0.0726, -0.0403, 0.1539], [0.0506, -0.0989, -0.0433], [0.0001, -0.0367, -0.0864], [0.0206, -0.0021, 0.0268], [-1.1181, 0.1201, 0.2235], [-0.0436, -0.0455, -0.2434], [0.5589, -0.4014, 0.0596], [-0.2661, -0.2326, -0.2102], [-0.1985, 0.0588, 0.1393], [0.1963, -0.5056, 0.1644], [0.0383, -0.0406, 0.0415], [-0.4972, -0.7217, -0.1666]], "mulliken_spin": [1.6757, 0.0475, 0.0294, 0.0790, 0.0136, 0.1025, -0.0085, 0.0108, -0.0029, 0.0049, -0.0087, 0.0200, -0.0040, 0.0030, 0.0176, 0.0289, 0.0087, 0.0242, 0.0007, -0.0002, -0.0009, 0.0006, 0.0017, 0.0004, -0.0087, -0.0033, 0.0038, -0.0006, 0.0020, -0.0125, -0.0061, 0.0068, 0.0037, -0.0002, 0.0003, -0.0013, -0.0033, 0.0001, -0.0002, -0.0001, 0.0028, 0.0003, -0.0001, 0.0001, -0.0041, -0.0101, 0.0000, 0.0000, 0.0000, -0.0002, 0.9697, 0.0161, 0.0041, 0.0012, 0.0001, -0.0011, 0.0000, -0.0032], "total_energy_ha": -3979.78296, "multiplicity": 4, "relative_energy_ev": 1.841, "lumo_ev": [0.06, -3.28], "e_homo_ev": [-6.885, -8.817]}

=====

(2)
{"formula": "C24H20N2O2", "method": "ωB97M-V with the def2-TZVPD basis set", "symbols": ["C", "O", "C", "C", "C", "C", "C", "C", "C", "C", "C", "C", "C", "O", "N", "C", "C", "C", "C", "C", "C", "C", "C", "N", "C", "C", "C", "C", "H", "H", "H", "H", "H", "H", "H", "H", "H", "H", "H", "H", "H", "H", "H", "H", "H", "H", "H", "H"], "positions_angstrom": [[3.5233, 1.6985, -1.4522], [2.5803, 1.2575, -0.5035], [2.9586, 1.1441, 0.8096], [4.1903, 1.5390, 1.2677], [4.5575, 1.4051, 2.6217], [5.8180, 1.8167, 3.0996], [6.1426, 1.6677, 4.4196], [5.2265, 1.1012, 5.3200], [3.9962, 0.6927, 4.8860], [3.6326, 0.8346, 3.5311], [2.3818, 0.4284, 3.0370], [2.0181, 0.5745, 1.7190], [0.6451, 0.0756, 1.3819], [0.0740, -0.7021, 2.1225], [0.0990, 0.5894, 0.2466], [-1.1523, 0.3372, -0.3134], [-2.0932, -0.5173, 0.2561], [-3.3147, -0.7042, -0.3602], [-3.6364, -0.0506, -1.5430], [-4.9649, -0.2980, -2.2107], [-4.9498, -1.6583, -2.8526], [-4.1572, -1.9072, -3.9685], [-4.1488, -3.1797, -4.5127], [-4.8565, -4.1863, -4.0274], [-5.6063, -3.9531, -2.9649], [-5.6886, -2.7178, -2.3418], [-2.6929, 0.7958, -2.1092], [-1.4675, 0.9904, -1.5041], [4.4083, 1.0565, -1.4646], [3.0193, 1.6341, -2.4156], [3.8230, 2.7350, -1.2689], [4.9181, 1.9685, 0.5968], [6.5239, 2.2518, 2.4063], [7.1103, 1.9852, 4.7798], [5.5039, 0.9919, 6.3579], [3.2841, 0.2552, 5.5700], [1.6643, -0.0219, 3.7079], [0.6913, 1.1982, -0.3020], [-1.8595, -1.0282, 1.1746], [-4.0343, -1.3730, 0.0894], [-5.1418, 0.4643, -2.9726], [-5.7681, -0.2482, -1.4728], [-3.5570, -1.1206, -4.4003], [-3.5465, -3.4102, -5.3822], [-6.1702, -4.8006, -2.5966], [-6.3213, -2.5836, -1.4768], [-2.9189, 1.3160, -3.0296], [-0.7435, 1.6558, -1.9546]], "forces_ev_per_a": [[0.1699, 0.1344, -0.2160], [-0.1464, -0.1469, 0.4268], [0.3154, 0.1137, 0.0955], [-0.1537, 0.0409, -0.4167], [-0.2949, -0.1847, 0.2415], [0.1628, 0.0365, 0.1359], [0.0783, 0.0856, -0.2525], [-0.2357, -0.1259, 0.1545], [0.1329, 0.0274, 0.1266], [0.2981, 0.1851, -0.2661], [-0.2030, 0.0165, -0.3583], [0.2403, -0.0454, 0.3371], [-0.1094, 0.0375, -0.1164], [-0.0870, -0.0570, 0.0391], [0.2467, 0.2595, -0.1443], [-0.4005, -0.1152, -0.0786], [0.0640, -0.1188, 0.1912], [0.0244, 0.1885, -0.2021], [-0.0690, 0.1549, 0.0579], [0.1236, -0.0800, 0.0212], [-0.1842, -0.1552, -0.1236], [-0.1340, -0.0991, 0.0779], [0.1769, 0.3036, -0.0967], [-0.0264, -0.5154, -0.1761], [-0.1311, 0.0132, 0.1996], [0.0946, 0.1006, -0.1183], [-0.0589, -0.0470, 0.0804], [0.1243, -0.0594, 0.1145], [-0.0403, 0.0187, 0.0383], [0.0799, 0.0266, 0.0496], [-0.0007, -0.0627, 0.0113], [0.0267, 0.0267, -0.1110], [0.0713, 0.0399, -0.0527], [0.0772, 0.0328, -0.0055], [-0.0150, -0.0246, 0.0817], [-0.0610, -0.0449, 0.0909], [-0.0718, -0.0457, 0.0062], [0.0134, -0.1589, 0.1584], [0.0095, 0.0020, 0.0165], [-0.0760, -0.0872, 0.0652], [-0.0587, 0.0040, 0.0627], [-0.0239, 0.0478, -0.0766], [0.0873, 0.0713, -0.0633], [0.0773, 0.0766, -0.0717], [-0.0814, -0.0143, 0.1015], [-0.0696, 0.0138, 0.0822], [-0.0334, 0.0529, -0.0791], [0.0711, 0.0775, -0.0384]], "nbo_charge": [-0.2511, -0.5336, 0.3886, -0.3048, -0.0351, -0.1884, -0.1967, -0.2227, -0.1656, -0.0829, -0.0953, -0.2133, 0.6758, -0.6151, -0.5964, 0.1300, -0.1900, -0.1981, -0.0266, -0.4459, 0.0420, -0.2639, 0.0438, -0.4254, 0.0436, -0.2637, -0.2100, -0.2266, 0.1861, 0.2028, 0.1808, 0.2157, 0.2082, 0.2148, 0.2157, 0.2153, 0.2407, 0.4213, 0.2510, 0.2098, 0.2231, 0.2212, 0.2157, 0.1902, 0.1903, 0.2130, 0.2087, 0.2029], "total_energy_ha": -1186.58530, "multiplicity": 1, "relative_energy_ev": 0.000, "lumo_ev": 0.15, "e_homo_ev": -8.217, "smiles": "COc1cc2ccccc2cc1C(=O)Nc1ccc(Cc2ccncc2)cc1"}